[1]
Below is a molecular structure, C22H35CaN3O3Si3, with properties calculated with the ωB97M-V functional and the def2-TZVPD basis.

As for the energy above the lowest of the compared OMol25 structures with the same formula, charge and spin: 0.00 kJ/mol. As for the HOMO energy: -7.84 eV. Its HOMO-LUMO gap is 7.78 eV. Its total charge is 0. The total energy is -76073.9493 eV. Its multiplicity is 1.

Structure (XYZ):
```
67
Properties=species:S:1:pos:R:3:forces:R:3:nbo_charge:R:1
Ca 0.4011 0.0981 -0.1523 -0.07 0.14 -0.46 1.803
O -1.1594 1.4340 3.7084 0.04 -0.02 -0.06 -0.562
C -0.8777 1.2330 2.5449 -0.10 0.01 0.16 0.628
N -0.6198 0.0587 1.9000 -0.13 -0.02 0.21 -0.887
C -0.8644 -1.1305 2.5233 0.01 0.02 0.13 0.637
O -1.2085 -1.3530 3.6657 0.01 0.00 -0.05 -0.564
C -0.6955 -2.3305 1.5935 0.04 -0.19 0.05 0.127
C -0.7169 -3.5988 2.1581 -0.05 -0.02 -0.06 -0.208
C -0.6038 -4.7018 1.3320 0.01 0.02 -0.03 -0.146
C -0.4906 -4.5077 -0.0378 0.00 -0.01 0.02 -0.247
C -0.4628 -3.2121 -0.5169 0.00 -0.04 0.01 0.041
N -0.5466 -2.1412 0.2758 0.04 0.07 0.06 -0.546
C -0.8167 2.4481 1.6203 0.08 0.17 0.04 0.128
C -0.8258 3.7046 2.2106 -0.09 0.05 -0.06 -0.208
C -0.8137 4.8253 1.4013 0.01 -0.04 -0.07 -0.148
C -0.8102 4.6576 0.0228 -0.02 0.02 0.05 -0.251
C -0.7814 3.3719 -0.4826 -0.02 0.02 0.01 0.045
N -0.7656 2.2828 0.2907 0.14 -0.09 0.11 -0.543
H -0.8300 -3.6792 3.2292 -0.01 0.01 0.00 0.257
H -0.6079 -5.7013 1.7466 0.00 0.00 0.00 0.224
H -0.4114 -5.3411 -0.7217 0.00 0.01 -0.01 0.228
H -0.3624 -3.0172 -1.5785 0.02 0.00 0.00 0.199
H -0.8530 3.7636 3.2885 -0.01 -0.02 0.00 0.257
H -0.8107 5.8171 1.8343 -0.01 0.00 0.00 0.224
H -0.8168 5.5043 -0.6493 0.00 -0.01 -0.01 0.228
H -0.7639 3.2017 -1.5524 0.02 0.00 0.00 0.199
C -0.0548 -0.0058 -3.7026 -0.07 -0.02 -0.03 -0.239
O 0.7128 0.0647 -2.5105 -0.10 0.01 -0.01 -0.988
Si 2.3929 -0.3739 -2.4720 0.26 -0.12 0.06 1.987
C 2.3773 -2.1934 -2.9674 0.01 0.09 0.04 -1.165
C 3.2189 0.4898 -3.9261 -0.05 0.04 0.10 -1.173
C 2.8582 0.0274 -0.7717 0.04 -0.03 -0.19 -2.143
Si 3.3295 1.7844 -0.4597 0.06 0.01 -0.07 1.728
C 2.8517 2.3506 1.2900 0.02 -0.03 -0.09 -1.124
C 5.1618 2.1693 -0.6948 -0.07 0.00 0.04 -1.129
C 2.4369 2.9824 -1.6389 0.01 -0.03 0.04 -1.129
Si 3.8836 -1.1998 0.1468 0.02 -0.02 0.01 1.738
C 5.4836 -1.6505 -0.7513 -0.02 0.04 0.07 -1.128
C 4.3953 -0.5748 1.8532 -0.01 -0.02 -0.06 -1.124
C 2.9979 -2.8321 0.5150 0.05 0.05 -0.02 -1.122
H 0.5797 0.0469 -4.5888 0.01 0.01 0.01 0.185
H -0.7547 0.8304 -3.7360 0.01 0.01 0.02 0.183
H -0.6267 -0.9364 -3.7421 0.02 -0.01 0.01 0.175
H 1.8814 -2.3071 -3.9359 0.00 0.01 -0.01 0.232
H 1.8555 -2.8206 -2.2452 -0.01 -0.01 0.01 0.227
H 3.3890 -2.5890 -3.0766 0.01 0.00 0.01 0.245
H 2.9027 0.0724 -4.8848 -0.01 -0.01 0.00 0.232
H 4.2971 0.3247 -3.8466 0.00 0.00 0.01 0.248
H 3.0507 1.5665 -3.9488 0.00 -0.03 0.00 0.240
H 3.6278 2.0998 2.0143 -0.03 -0.01 0.00 0.245
H 1.9270 1.8901 1.6539 0.00 0.02 0.03 0.208
H 2.7083 3.4338 1.3217 -0.01 0.00 -0.02 0.233
H 5.7972 1.6167 0.0004 0.00 0.00 -0.01 0.232
H 5.3567 3.2360 -0.5534 0.00 0.00 0.02 0.233
H 5.4690 1.9059 -1.7105 0.00 -0.01 0.00 0.231
H 1.4610 2.6210 -1.9708 0.01 0.00 -0.03 0.216
H 3.0364 3.1668 -2.5325 0.00 0.00 0.02 0.234
H 2.2862 3.9452 -1.1443 -0.01 0.00 0.00 0.234
H 6.0847 -0.7544 -0.9278 -0.01 -0.01 -0.01 0.233
H 5.2917 -2.1147 -1.7212 -0.01 -0.01 -0.02 0.223
H 6.0872 -2.3467 -0.1626 0.00 -0.01 -0.01 0.231
H 5.0352 0.3085 1.8095 0.00 -0.02 0.01 0.228
H 4.9581 -1.3624 2.3615 0.01 0.00 0.00 0.235
H 3.5301 -0.3348 2.4761 0.00 0.01 -0.01 0.234
H 2.7254 -3.3878 -0.3823 -0.02 -0.01 -0.01 0.224
H 2.0925 -2.6739 1.1075 -0.02 -0.01 0.01 0.218
H 3.6580 -3.4736 1.1058 0.01 0.01 0.00 0.236
```
Positions in Å, forces in eV/Å.

=====

[2]
Below is a molecular structure, C22H35Cl2EuN4O3Se in a non-equilibrium geometry, with properties calculated with the ωB97M-V functional and the def2-TZVPD basis.

As for the expectation value of S²: 12.28. As for the HOMO energy (spin up / spin down): -6.48 / -6.78 eV. Its HOMO-LUMO gap (spin up / spin down) is 6.73 / 7.28 eV. Its total charge is 0. The total energy is -145206.9539 eV. Its multiplicity is 7.

Structure (XYZ):
```
68
Properties=species:S:1:pos:R:3:forces:R:3:nbo_charge:R:1
O 0.3404 -0.3132 -4.7444 -0.65 0.52 -1.45 -0.503
C -0.4276 0.0891 -5.6005 0.54 -0.35 0.47 0.417
C -0.2299 1.3291 -6.4126 0.36 0.24 0.09 -0.161
C 0.8901 2.1339 -6.1557 -0.14 0.19 -0.24 -0.163
H 1.5916 1.8400 -5.3736 -0.27 0.04 -0.20 0.235
C 1.0956 3.2961 -6.8985 -0.22 -0.14 -0.07 -0.215
H 1.9669 3.9184 -6.6908 -0.26 -0.13 -0.10 0.216
C 0.1856 3.6587 -7.9029 -0.13 -0.38 0.18 -0.193
H 0.3459 4.5711 -8.4787 -0.06 -0.26 0.15 0.216
C -0.9279 2.8462 -8.1682 0.27 0.15 0.08 -0.209
H -1.6335 3.1247 -8.9529 0.22 -0.08 0.23 0.216
C -1.1305 1.6829 -7.4265 0.25 -0.06 0.32 -0.185
H -1.9840 1.0307 -7.6159 0.13 0.21 -0.01 0.216
H -1.3528 -0.4774 -5.8543 0.18 0.06 0.15 0.108
C -2.5486 1.6711 0.0476 -0.59 0.77 -0.45 -0.701
C -2.1434 0.8062 1.1540 1.98 -1.20 -0.54 -0.256
H -3.4509 2.2674 0.2783 0.18 0.05 -0.26 0.196
H -2.7395 1.0672 -0.8623 -0.01 0.27 0.45 0.243
H -1.7223 2.3589 -0.2228 -0.41 -0.11 0.10 0.228
C -2.6533 0.3642 2.2745 -0.73 -0.11 1.01 -0.279
C -3.9523 0.7643 2.9402 -0.24 0.17 -0.26 -0.647
H -2.1201 -0.4053 2.8478 0.13 0.16 -0.17 0.182
H -4.4649 1.5487 2.3694 0.05 -0.14 0.16 0.206
H -3.7769 1.1452 3.9552 -0.05 -0.02 -0.13 0.191
H -4.6332 -0.0937 3.0219 0.07 0.13 0.03 0.202
Eu 0.0665 -0.1530 0.3937 -0.76 0.58 0.92 1.461
Cl 1.4596 2.1214 0.7432 0.04 0.06 -0.12 -0.704
Cl -0.6012 -0.5706 -2.0665 -0.15 -0.13 0.00 -0.655
H 3.8788 -0.2251 -2.5374 -0.16 -0.05 0.11 0.204
H 5.4828 0.7269 -0.9147 -0.07 0.09 0.16 0.197
C 3.0498 -0.0902 -1.8325 -0.05 0.15 -0.06 -0.440
C 4.6544 0.9085 -0.2204 0.03 -0.12 0.05 -0.403
N 3.5978 -0.0560 -0.4769 0.12 -0.39 0.26 -0.375
H 2.3205 -0.8967 -1.9477 0.23 0.17 0.10 0.257
C 3.1099 -0.8051 0.5107 -0.80 -0.07 -0.50 0.553
O 2.0933 -1.5383 0.3834 0.95 0.55 0.10 -0.708
H 4.9971 0.7735 0.8106 0.03 0.14 -0.23 0.209
H 3.6187 -0.7070 1.4887 -0.14 -0.08 -0.39 0.161
H 2.5505 0.8599 -2.0676 0.08 -0.18 0.16 0.231
H 4.2791 1.9323 -0.3454 0.00 -0.26 0.04 0.230
H -1.5462 -5.5666 2.0333 -0.11 0.17 -0.04 0.202
H -0.3595 -6.2483 -0.1784 -0.08 0.07 -0.09 0.201
C -2.0241 -4.7557 1.4697 0.13 -0.11 -0.11 -0.422
C -0.8858 -5.4072 -0.6411 0.03 0.01 -0.11 -0.401
N -1.1676 -4.3877 0.3459 -0.17 -0.17 -0.07 -0.392
H -2.1814 -3.8934 2.1182 0.09 -0.10 -0.17 0.252
C -0.7220 -3.1514 0.1701 -0.19 0.94 0.92 0.547
O -0.9342 -2.2374 1.0035 0.24 -1.03 -1.06 -0.680
H -0.2510 -4.9648 -1.4117 -0.08 -0.20 0.02 0.221
H -0.1525 -2.9617 -0.7632 -0.23 -0.20 0.39 0.178
H -2.9863 -5.1181 1.0842 0.17 0.10 0.10 0.201
H -1.8142 -5.7642 -1.1005 0.14 0.00 0.05 0.201
C 2.4772 1.5308 4.0956 0.35 0.27 -0.28 -0.429
N 1.2634 1.2875 4.8446 -0.47 -0.68 -0.08 -0.357
C 0.7318 2.0845 5.8362 -0.44 -0.45 0.04 -0.055
C -0.4056 1.4775 6.2694 0.59 0.10 -0.34 -0.080
N -0.5486 0.3132 5.5376 0.47 -0.16 -0.56 -0.360
C -1.6345 -0.6377 5.6806 -0.34 -0.18 0.09 -0.418
C 0.4857 0.1827 4.6432 -0.23 1.29 1.16 0.251
Se 0.8542 -1.1670 3.4821 0.04 -0.48 -0.39 -0.268
H 2.9738 2.4010 4.5378 -0.06 -0.20 -0.13 0.204
H 2.2388 1.7301 3.0377 0.08 -0.04 0.43 0.267
H 3.1302 0.6498 4.1477 -0.18 0.23 0.09 0.219
H 1.2184 2.9897 6.1458 -0.06 0.08 0.02 0.229
H -1.1104 1.7659 7.0253 -0.05 0.02 0.03 0.230
H -1.6530 -1.0535 6.6970 0.08 0.14 -0.24 0.206
H -2.5974 -0.1497 5.4752 0.31 -0.13 0.02 0.216
H -1.4814 -1.4535 4.9646 0.02 0.28 0.17 0.254
```
Positions in Å, forces in eV/Å.

=====

[3]
Below is a molecular structure, C22H35Cl2NO2Pt in a non-equilibrium geometry, with properties calculated with the ωB97M-V functional and the def2-TZVPD basis.

As for the energy above the lowest of the compared OMol25 structures with the same formula, charge and spin: 247.16 kJ/mol. As for the expectation value of S²: 6.05. As for the HOMO energy (spin up / spin down): 2.90 / -2.07 eV. Its HOMO-LUMO gap (spin up / spin down) is 1.55 / 5.76 eV. Its total charge is -2. The total energy is -57254.6576 eV. Its multiplicity is 5.

Structure (XYZ):
```
63
Properties=species:S:1:pos:R:3:forces:R:3:nbo_charge:R:1
C 1.4145 0.6362 -3.2377 -2.31 -2.18 0.27 0.233
C 1.3092 2.0367 -3.0990 -2.47 1.85 0.23 -0.030
C -0.0637 2.3862 -3.0232 2.60 0.02 0.41 -0.139
C 2.4574 2.9523 -3.1042 0.72 0.59 0.10 -0.643
C -0.8118 1.1832 -2.9992 0.99 -1.13 -0.68 0.161
C 0.1098 0.0742 -3.1946 -0.38 1.86 -0.19 -0.192
C -0.3923 -1.1493 -3.8600 -0.60 -0.37 -1.01 -0.644
C 2.6425 -0.1295 -3.3569 0.95 -0.60 -0.16 -0.720
C -0.5659 3.7768 -2.9902 -0.24 0.59 0.00 -0.630
C -2.2912 1.0973 -2.9594 -0.46 0.05 -0.19 -0.695
Pt 0.2480 -0.9863 -0.4749 0.63 0.99 1.15 1.302
Cl 2.3308 0.4742 -0.1599 -0.36 -0.50 -0.23 -0.719
Cl 0.4694 -3.3306 0.5239 -0.14 -0.35 0.16 -0.681
O -1.6564 -1.4081 -0.8248 -0.06 -2.05 -0.28 -1.035
H 3.3844 2.4280 -2.8292 -0.28 0.15 -0.03 0.226
H 2.3368 3.7984 -2.4053 -0.02 -0.26 -0.26 0.213
H 2.6081 3.3650 -4.1156 0.05 0.08 0.18 0.197
H -0.0583 4.4132 -2.2451 -0.08 -0.20 -0.20 0.207
H -1.6454 3.8446 -2.7944 0.26 -0.08 -0.03 0.206
H -0.3853 4.2113 -3.9842 -0.12 0.28 0.19 0.198
H -2.7195 1.9777 -2.4509 0.07 -0.29 -0.22 0.207
H -2.6447 0.1916 -2.4355 0.25 0.27 -0.30 0.270
H -2.6714 1.1017 -4.0071 0.02 -0.12 0.52 0.214
H -1.3445 -1.4858 -3.4206 0.37 0.07 0.01 0.228
H 0.3086 -1.9852 -3.7895 -0.38 0.43 -0.53 0.267
H -0.6107 -0.8613 -4.9157 0.07 -0.30 0.23 0.158
H 3.3734 0.2432 -2.6435 0.14 0.06 0.09 0.238
H 3.0828 0.0007 -4.3524 0.05 -0.19 -0.15 0.191
H 2.4721 -1.1871 -3.1019 0.00 0.44 -0.33 0.281
H -1.6997 -2.3971 -0.7077 0.02 1.35 -0.18 0.470
O 0.8592 -2.0379 -2.0052 0.92 -2.21 1.52 -1.059
H 0.9471 -2.9119 -1.5159 0.04 1.25 -1.00 0.473
C -1.2189 -2.4233 5.6198 -0.72 -0.10 0.19 -1.112
C -0.3861 -2.1161 4.4252 0.23 -0.09 0.06 0.026
C 0.9108 -2.6302 4.4016 0.37 0.30 -0.11 -0.234
C 1.8068 -2.2303 3.4071 -0.34 -0.50 0.05 -0.009
C 3.1393 -2.9516 3.2943 0.38 0.10 0.38 -0.639
C 1.4059 -1.2556 2.5033 -0.46 -0.78 -0.84 -0.182
C 0.0346 -0.8778 2.3793 0.82 -0.71 1.73 0.118
C -0.8532 -1.3445 3.3699 0.03 1.11 0.79 -0.279
N -0.3869 -0.1711 1.3054 0.84 0.35 -1.91 -0.307
C -1.3305 0.9227 1.3427 -0.32 -0.38 1.10 0.053
C -2.7336 0.3767 1.2010 -1.23 -0.21 0.08 -0.688
C -1.2429 1.6771 2.6577 -0.44 0.53 0.55 -0.727
C -1.1283 1.9071 0.2196 0.14 0.08 -0.18 -0.604
H -1.3688 -3.5014 5.6797 -0.04 -0.14 0.22 0.201
H -0.7791 -2.0943 6.5724 0.07 -0.06 -0.36 0.201
H -2.2083 -1.9730 5.5467 -0.06 0.03 0.04 0.192
H 1.2375 -3.3167 5.2027 -0.27 0.33 -0.52 0.194
H 3.8107 -2.4875 4.0384 0.19 -0.16 -0.44 0.201
H 3.0583 -4.0174 3.6033 -0.21 0.66 -0.28 0.209
H 3.5946 -2.9303 2.2800 -0.42 0.22 0.68 0.228
H 2.0919 -0.9523 1.7223 -0.09 0.11 0.15 0.254
H -1.8555 -0.9040 3.4297 0.37 -0.71 -0.10 0.204
H -3.0575 -0.1733 2.0933 0.00 0.22 -0.19 0.201
H -3.4017 1.2414 1.0593 0.00 -0.30 0.09 0.189
H -2.8051 -0.3048 0.3502 0.03 0.24 0.12 0.276
H -0.2599 2.1200 2.8270 0.11 -0.15 0.02 0.213
H -1.9512 2.5046 2.5345 0.07 -0.02 0.38 0.199
H -1.5504 1.0940 3.5450 0.26 0.33 -0.51 0.217
H -0.1137 2.2866 0.1659 0.21 0.01 -0.06 0.235
H -1.4294 1.4907 -0.7314 0.22 -0.21 -0.10 0.222
H -1.8229 2.7121 0.4338 0.00 0.40 -0.10 0.195
```
Positions in Å, forces in eV/Å.

=====

> Among the records above, which one has the lowest total charge?

C22H35Cl2NO2Pt

=====

> Which value of multiplicity does entry 1 give?

1

=====

> Which formula does entry 2 have?

C22H35Cl2EuN4O3Se